Entry 1:
Molecular formula: C14H50N6O11
Method: DFT, ωB97M-V/def2-TZVPD

```
81
Properties=species:S:1:pos:R:3:forces:R:3:mulliken_charge:R:1
C 4.16218 -1.63616 0.21027 -0.94 -2.28 -0.35 -1.392
C 2.67937 -1.75679 -0.17299 0.97 3.24 0.36 0.926
O 2.42797 -2.06951 -1.48775 -0.68 -1.01 -1.81 -0.567
H 4.72036 -1.00805 -0.46715 0.19 -0.05 -0.28 0.293
H 4.63212 -2.65344 0.39949 -0.34 1.31 -0.49 0.340
H 4.05980 -1.14138 1.13535 0.54 0.63 1.36 0.333
H 2.24702 -0.72104 -0.03887 0.31 -0.82 0.47 -0.443
H 2.13318 -2.40798 0.43662 -0.44 -1.06 1.43 0.050
H 1.45825 -2.07247 -1.52429 0.44 -0.15 -0.46 0.310
C 3.94634 2.03742 0.50399 1.07 1.95 -1.18 -0.776
C 2.95354 2.54934 1.43395 -2.64 -1.38 0.98 0.814
O 3.11472 3.83786 1.86812 1.98 1.71 -0.73 -0.621
H 4.89465 2.08954 1.06487 0.12 -0.21 -1.00 0.326
H 3.88033 2.65493 -0.44041 0.78 -0.37 0.98 0.316
H 3.67976 1.06875 0.17389 -0.05 -1.23 0.05 -0.093
H 2.86106 1.89200 2.28720 0.34 -0.46 0.53 0.164
H 1.96546 2.49559 1.01219 -0.69 -0.30 -0.70 -0.512
H 2.52113 3.97108 2.57725 -0.84 0.41 1.15 0.370
C -0.49730 -3.29744 0.99299 1.13 -0.62 0.56 -0.664
C -0.79015 -3.69437 2.42525 0.88 0.79 0.32 -0.430
O -2.08674 -3.29493 2.83146 -0.35 0.11 -0.94 -0.601
H -1.22483 -3.74087 0.36098 -0.90 0.03 -0.89 0.562
H 0.44873 -3.76156 0.67896 -0.10 0.00 0.29 0.391
H -0.37123 -2.22144 0.86785 -0.43 -0.22 0.01 -0.162
H -0.07817 -3.19694 3.05449 0.54 0.53 0.46 0.279
H -0.65015 -4.72567 2.66718 -0.04 -1.04 -0.46 0.448
H -2.14286 -3.31161 3.77213 -0.08 -0.03 1.03 0.293
C -1.47291 1.27473 3.47483 -0.72 4.20 9.39 0.360
O -1.66298 1.80795 4.74784 0.27 -2.56 -5.93 -0.819
N -1.74525 0.08095 3.15070 -3.74 -8.15 0.85 0.041
N -0.75981 1.83056 2.60217 3.86 3.95 -4.30 0.375
H -2.25041 -0.56959 3.80061 0.49 1.62 -0.66 0.244
H -1.68798 -0.37753 2.24723 -0.04 0.78 -0.43 0.225
H -0.26677 2.64371 2.92402 -0.28 0.43 -0.03 0.176
H -0.38202 1.41346 1.69475 -1.00 0.36 1.46 0.096
C -3.48856 1.05708 -2.37049 3.22 6.55 3.51 0.383
O -2.62508 2.05315 -1.92351 -3.88 -5.35 -2.69 -0.655
N -3.25922 0.11490 -3.21747 3.43 -2.95 -4.79 -0.415
N -4.67917 0.97294 -1.86617 -3.75 1.25 2.43 -0.228
H -2.28452 0.22072 -3.58507 -0.98 -0.48 -0.04 0.255
H -3.92954 -0.45365 -3.81332 0.99 1.61 1.41 0.241
H -4.91761 1.73134 -1.23614 -0.09 -0.35 -0.08 0.261
H -5.40197 0.26764 -2.03567 0.88 0.57 -0.13 0.190
C -3.26558 -1.69115 0.03707 5.02 1.81 2.70 0.175
O -2.21924 -0.90861 0.52092 -4.77 -3.06 -3.61 -0.723
N -3.76999 -2.55798 0.87108 -1.68 -1.73 1.76 -0.261
N -3.66658 -1.88707 -1.22665 -0.15 1.57 -1.40 -0.428
H -3.13361 -2.87322 1.60324 -0.47 0.37 0.57 0.237
H -4.53440 -3.21416 0.62944 1.05 0.84 -0.05 0.215
H -3.31681 -1.14972 -1.82843 -0.29 -0.27 -0.34 0.204
H -4.64492 -2.16414 -1.39583 1.00 0.09 0.31 0.311
C -0.42315 -0.89726 -4.90307 -0.30 0.14 -0.89 -0.858
O -0.44815 -0.07916 -3.76185 0.19 0.30 0.61 -0.478
H 0.53627 -1.26161 -5.21608 0.94 0.08 0.21 0.360
H -0.82044 -0.34158 -5.76359 -0.10 -0.04 0.41 0.283
H -1.00387 -1.76179 -4.71359 -0.90 -1.01 -0.14 0.377
H -0.41212 -0.62081 -2.95318 0.22 0.31 -0.49 0.226
C 1.62535 -0.62136 3.03929 -3.10 1.41 -0.24 0.502
O 0.74390 -0.51800 4.15778 -0.39 -0.96 0.37 -0.691
H 1.31739 0.28695 2.50269 1.41 -0.16 -0.58 -0.418
H 1.31364 -1.43154 2.40234 0.22 -0.76 -0.38 -0.315
H 2.64199 -0.70657 3.31098 1.00 0.12 0.47 0.505
H -0.18478 -0.42368 3.78682 1.60 -0.10 0.69 0.267
C 0.51455 1.32541 -0.84296 0.35 0.19 0.30 -0.115
O 0.14361 0.67145 0.37296 1.33 0.08 -0.51 0.294
H 0.45515 2.36064 -0.62321 0.08 1.12 -0.11 -0.033
H -0.24654 1.13578 -1.57843 -0.10 -0.07 -0.56 -0.169
H 1.53646 1.11589 -1.18846 -0.41 -0.34 0.13 0.077
H -0.43791 -0.00244 0.07585 -1.39 -1.21 0.23 -0.294
C -0.41312 4.67391 0.58534 -0.69 2.29 -0.40 -0.196
O -1.49247 4.71905 1.51446 -0.29 -0.60 -0.69 -0.501
H -0.63582 4.27638 -0.37285 -0.77 -1.13 -0.75 0.119
H 0.43384 4.15399 0.97343 0.82 -0.03 0.42 -0.013
H -0.21468 5.72875 0.24256 0.48 -0.76 1.02 0.346
H -2.15739 4.06925 1.22299 0.46 0.34 0.37 0.303
C 2.95636 -0.07404 -3.72772 -0.28 0.24 -1.68 -0.700
O 2.15184 1.06320 -3.53092 0.39 0.09 -0.05 -0.542
H 3.77192 -0.11420 -3.08231 1.08 0.21 1.59 0.343
H 3.41385 -0.13972 -4.70742 0.10 0.54 -0.73 0.377
H 2.43044 -0.98759 -3.66301 -0.82 -1.02 0.56 0.164
H 1.32425 0.89360 -3.98703 -0.22 0.18 0.19 0.370
```
Positions in Å, forces in eV/Å.

Output
* HOMO-LUMO gap: 7.46 eV
* HOMO: -8.0 eV
* total energy: -46786.4805 eV
* ΔE to the lowest compared entry with this formula, charge and spin: 6.274 eV
* 2S+1: 1
* structure (SMILES): NC(N)=O.NC(N)=O.NC(N)=O.CCO.CCO.CCO.CO.CO.CO.CO.CO


Entry 2:
Molecular formula: C14H51AgO12
Method: DFT, ωB97M-V/def2-TZVPD

```
78
Properties=species:S:1:pos:R:3:forces:R:3:mulliken_charge:R:1
Ag -1.72628 -3.29410 -0.12879 -0.28 0.05 -0.41 -0.610
C -0.11579 0.49703 1.17018 -0.52 -0.62 0.08 -0.223
C -0.55185 0.05115 -0.26677 1.77 -0.33 0.54 1.228
C 0.71737 -0.21034 -1.13047 -0.58 -0.12 0.35 -0.723
O -1.48412 -0.98937 -0.37659 -0.29 1.03 0.26 0.269
H 0.42271 1.44392 1.20923 0.09 -0.10 -0.52 -0.154
H 0.49809 -0.26465 1.65090 0.21 -0.13 -0.18 0.003
H -0.93465 0.64966 1.87322 -0.39 -0.11 -0.26 -0.250
H -0.97280 0.94034 -0.73609 -0.80 0.10 -0.20 -0.082
H 0.42611 -0.30004 -2.17700 0.08 0.01 -0.02 0.047
H 1.20826 -1.13660 -0.83186 -0.02 0.02 0.08 -0.197
H 1.41139 0.62013 -1.00107 0.02 0.04 -0.11 0.339
C -4.63160 -3.26141 1.83895 -1.09 0.91 0.15 -0.769
O -3.92667 -2.69091 0.75753 0.35 -0.48 -0.18 -0.108
H -5.47534 -2.60138 2.04035 -0.44 -0.15 0.01 0.306
H -5.03331 -4.23448 1.55636 0.38 -0.02 0.12 0.285
H -4.10941 -3.26017 2.79573 0.57 -0.45 -0.15 0.237
H -4.03054 -1.73660 0.76766 -0.10 0.43 0.26 0.217
C -3.49903 0.45673 2.77461 0.83 -0.46 -0.65 -0.455
O -3.69484 0.13777 1.40799 -1.21 0.20 -0.54 -0.634
H -2.75593 1.25237 2.82805 -0.16 0.23 0.46 0.074
H -4.44598 0.75362 3.22544 0.13 -0.07 -0.14 0.295
H -3.08262 -0.43971 3.23408 -0.12 0.11 0.67 0.116
H -2.87072 -0.06006 0.95709 0.54 -0.11 0.06 0.322
C -1.10131 -3.14718 2.95067 -0.05 0.49 0.26 -0.269
O -0.30440 -3.15659 1.76966 -0.27 0.30 0.47 -0.008
H -1.64310 -4.08592 3.06614 0.37 -0.17 0.19 0.303
H -0.48775 -2.85560 3.80309 0.05 -0.57 0.22 0.347
H -1.87022 -2.37477 2.93453 -0.05 0.20 -0.58 -0.326
H 0.61949 -3.11678 2.02742 0.49 -0.22 0.00 0.122
C -1.69297 3.96221 0.93362 0.32 -0.26 -0.07 -0.108
O -0.56460 4.75334 1.26957 -0.45 -0.17 0.75 -0.553
H -2.58082 4.56626 0.74668 -0.01 0.04 -0.23 0.363
H -1.47856 3.28923 0.10343 -0.08 0.20 -0.47 -0.021
H -1.94365 3.26043 1.72908 0.18 0.30 0.46 -0.034
H -0.06053 4.98604 0.48639 0.05 -0.25 -0.37 0.397
C 2.47908 2.98036 2.04599 0.83 1.26 0.55 -0.367
O 3.79837 2.67391 2.53562 -0.30 -0.56 -0.27 -0.543
H 1.71810 2.68260 2.76733 -0.18 -0.34 -0.30 0.325
H 2.47999 4.06995 2.01584 -0.69 0.14 -0.37 0.349
H 2.32148 2.62478 1.02775 0.12 -0.31 0.29 -0.038
H 3.92225 3.28981 3.26152 0.27 -0.14 0.07 0.292
C 1.40789 0.34997 -5.23797 -0.33 -0.58 -0.31 -0.237
O 2.03491 1.53248 -5.65591 0.45 0.78 0.20 -0.518
H 0.32975 0.42858 -5.37779 -0.16 -0.23 -0.05 0.244
H 1.82227 -0.45954 -5.83888 -0.30 -0.45 0.20 0.330
H 1.57782 0.12905 -4.18420 0.30 0.31 -0.04 -0.111
H 2.09283 1.48533 -6.61301 0.03 0.19 0.03 0.310
C 0.58676 4.28846 -2.23554 -0.16 0.05 -0.50 -0.494
O 1.17107 4.56890 -0.98066 0.16 0.03 0.44 -0.417
H -0.06872 5.09916 -2.55367 -0.11 0.07 -0.04 0.285
H 1.35830 4.15709 -2.99421 -0.08 -0.21 -0.11 0.331
H -0.01244 3.38213 -2.14822 0.13 0.00 0.01 0.057
H 1.88310 5.19735 -1.12090 0.05 0.06 0.09 0.241
C 3.26164 -2.16196 2.16735 -0.63 -0.50 -0.49 -0.307
O 2.66157 -3.44993 2.35615 0.16 -0.24 0.56 -0.572
H 4.33346 -2.23723 1.98397 -0.01 0.06 0.06 0.378
H 2.73754 -1.80240 1.28184 0.42 0.98 0.03 -0.005
H 3.07144 -1.56095 3.05658 -0.04 0.01 -0.20 0.255
H 3.03439 -4.02002 1.67967 -0.09 -0.21 0.01 0.280
C 1.30844 -4.07460 -1.20692 0.67 -0.09 -0.50 -0.524
O 0.10464 -3.45231 -1.60986 -0.36 -0.07 0.63 0.083
H 1.37428 -4.37612 -0.16152 -0.81 0.76 0.31 0.018
H 1.46052 -5.04964 -1.66982 0.19 0.22 -0.69 0.372
H 2.06684 -3.32380 -1.42877 0.74 -0.58 0.06 0.262
H -0.00226 -3.44275 -2.56385 0.11 -0.21 -0.15 0.126
C -3.93996 0.30965 -2.41279 -0.91 -1.43 -0.74 -0.634
O -2.66060 0.02674 -2.97707 -0.11 1.02 0.47 -0.556
H -4.56049 0.72683 -3.20588 0.19 0.32 0.08 0.314
H -4.40737 -0.64874 -2.18668 -0.22 -0.24 0.08 0.256
H -4.08169 0.87005 -1.48869 0.94 0.56 -0.03 0.220
H -2.14470 -0.39885 -2.28837 0.16 -0.36 0.23 0.255
C 4.53351 0.19066 -0.19552 -0.01 0.65 0.45 -0.320
O 4.64222 -0.44024 -1.44712 0.21 -0.05 -0.31 -0.513
H 5.01164 1.17016 -0.18681 0.16 0.12 -0.06 0.377
H 3.48286 0.37148 0.03148 -0.09 -0.20 0.46 -0.066
H 5.04030 -0.38465 0.57927 -0.28 -0.21 -0.12 0.225
H 4.53494 0.27470 -2.07875 0.00 -0.25 -0.38 0.293
```
Positions in Å, forces in eV/Å.

Output
* HOMO-LUMO gap (spin up / spin down): 4.30 / 6.84 eV
* HOMO (spin up / spin down): -4.0 / -9.1 eV
* total energy: -43904.3365 eV
* 2S+1: 3
* ⟨S²⟩: 2.009


Entry 3:
Molecular formula: C14H51BrN21O11Y
Method: DFT, ωB97M-V/def2-TZVPD

```
99
Properties=species:S:1:pos:R:3:forces:R:3:mulliken_charge:R:1
Y -1.36383 -0.71150 0.24691 -0.58 -0.33 -0.15 1.939
Br -4.04232 -1.51788 -0.82298 0.24 -0.01 -0.12 -0.665
C -1.17331 -4.27427 0.17392 -0.72 4.13 0.94 0.127
O -1.30825 -3.12598 0.61420 0.80 0.34 1.10 -0.107
N -0.04742 -4.89198 0.01382 3.51 -1.92 -0.22 -0.229
N -2.21004 -4.88469 -0.27184 -3.02 -2.35 -1.59 -0.382
H 0.81720 -4.57340 0.42739 -0.43 -0.06 -0.26 0.147
H -0.08596 -5.79653 -0.43384 0.58 0.08 0.37 0.206
H -2.09167 -5.78437 -0.71532 -0.69 0.13 0.11 0.183
H -3.05507 -4.34002 -0.36853 -0.15 -0.06 -0.13 0.162
C 2.00388 1.36541 -3.79343 1.18 -0.61 -0.61 0.677
O 1.34626 1.44613 -2.81982 -3.43 0.53 4.34 -0.652
N 3.24479 1.69450 -3.86853 4.60 1.63 0.46 -0.442
N 1.60524 0.79080 -4.86550 -2.31 -2.43 -4.68 -0.444
H 3.73246 1.62988 -4.75063 0.23 0.25 0.48 0.164
H 3.73566 1.91269 -3.01323 0.10 0.21 -0.40 0.163
H 0.66343 0.42842 -4.90750 0.31 0.24 -0.20 0.248
H 2.30387 0.38753 -5.47327 -0.55 0.06 -0.19 0.191
C -3.19645 -1.39960 3.15277 1.43 3.28 -2.81 0.503
O -2.74292 -1.21469 2.04118 2.18 0.45 -1.51 -0.428
N -2.97416 -0.66999 4.20907 2.42 2.00 2.81 -0.387
N -4.24332 -2.06301 3.24588 -5.41 -4.97 1.29 -0.403
H -3.47613 -0.88181 5.05952 0.41 0.67 -0.08 0.168
H -2.43095 0.16944 4.06634 -0.14 -0.24 0.45 0.197
H -4.58146 -2.15554 4.19308 -0.93 -0.81 -0.71 0.161
H -4.55486 -2.55883 2.42296 -0.26 -0.28 0.40 0.262
C -3.40409 2.18466 0.40173 -0.36 -3.80 -0.46 0.257
O -2.72333 1.22153 0.73431 1.21 -1.28 0.75 -0.042
N -4.55276 2.07123 -0.21908 -1.43 -0.30 -0.91 -0.224
N -3.06520 3.39081 0.61034 1.46 5.44 0.92 -0.378
H -5.13129 2.89828 -0.25645 -0.45 -0.80 -0.52 0.127
H -4.75950 1.20204 -0.69009 -0.65 -0.05 0.14 0.060
H -3.71812 4.06048 0.22914 0.72 0.55 0.47 0.132
H -2.26319 3.67331 1.15540 -0.34 -0.14 -0.16 0.216
C -1.97202 1.24533 -2.74201 0.27 -1.20 1.99 0.001
O -1.60299 0.72885 -1.69283 0.59 -0.01 1.03 0.311
N -2.21179 2.50014 -2.92465 -0.26 4.15 -0.84 -0.349
N -2.24447 0.52006 -3.79151 -0.08 -2.74 -2.49 -0.358
H -2.02187 3.25533 -2.28142 0.17 -0.51 0.05 0.211
H -2.37825 2.74487 -3.89030 -0.22 0.56 0.42 0.166
H -2.42574 0.88027 -4.71751 -0.29 -0.17 0.38 0.181
H -2.36511 -0.46190 -3.58829 -0.11 0.01 -0.32 0.233
C -0.36046 -2.39200 -2.78273 -2.93 -0.94 3.21 0.315
O -0.87664 -1.98495 -1.74746 0.36 0.37 0.76 -0.122
N -0.27418 -3.64263 -3.08141 0.22 -5.10 -0.09 -0.417
N -0.05758 -1.66777 -3.77117 1.73 4.10 -3.06 -0.268
H -0.05357 -3.91321 -4.02915 0.00 -0.33 0.45 0.146
H -0.72270 -4.31955 -2.48082 0.09 0.15 -0.23 0.198
H 0.01086 -0.70642 -3.46916 0.03 0.36 -1.13 -0.230
H 0.01654 -2.12630 -4.66803 0.37 1.19 -0.06 0.181
C -7.64034 0.70675 0.60683 1.65 0.68 -2.30 0.646
O -7.26299 1.07738 -0.52324 -0.03 -0.48 1.36 -0.662
N -8.86079 0.99930 1.03724 -1.84 0.32 0.92 -0.423
N -6.86328 0.01528 1.47976 0.09 -0.22 0.51 -0.255
H -9.11775 0.86667 2.00497 -0.09 0.12 -0.33 0.157
H -9.42521 1.60891 0.46286 0.14 -0.26 0.13 0.251
H -7.28132 -0.30838 2.34034 0.42 0.03 -0.19 0.164
H -5.87238 -0.08952 1.31472 -0.27 -0.17 -0.19 0.165
C 2.19063 -1.54865 -0.29836 -1.45 1.71 -0.10 -0.075
O 1.00646 -1.49256 -0.04783 -1.37 -0.65 0.56 0.363
N 3.10328 -2.26060 0.24798 2.28 -3.85 2.52 -0.222
N 2.78470 -0.72382 -1.11066 0.40 3.29 -3.57 -0.321
H 4.01019 -2.12660 -0.17589 0.10 -1.05 0.95 0.125
H 2.84456 -3.03834 0.83812 0.78 0.21 -0.19 0.251
H 2.17795 -0.15719 -1.68588 0.26 0.30 -0.05 -0.265
H 3.75890 -0.82237 -1.35827 -0.41 0.26 -0.17 0.204
C 0.63904 -1.14197 3.16344 -0.95 -2.46 -4.04 0.178
O -0.20615 -0.94464 2.32616 -1.41 1.39 -0.85 -0.349
N 1.56274 -2.08765 3.00491 2.15 -1.64 0.31 -0.321
N 0.69268 -0.65962 4.32846 -0.08 3.73 6.06 -0.365
H 1.74888 -2.41159 3.94326 0.78 -1.09 -0.64 0.168
H 1.46506 -2.76884 2.26563 -0.40 0.38 0.35 0.089
H 1.51487 -0.76065 4.90631 -0.16 -0.03 -0.15 0.190
H 0.02402 -0.00354 4.70601 0.03 -0.13 -0.50 0.200
C 0.69488 2.21620 0.60403 -1.89 0.07 1.69 0.029
O 0.06627 1.15439 0.69725 0.60 0.34 -0.14 0.007
N 1.27452 2.71040 -0.43662 1.49 -0.03 -3.00 -0.148
N 0.75335 3.14835 1.57807 -0.43 0.50 2.49 -0.377
H 1.77258 3.58436 -0.34596 -0.20 -0.36 -0.57 0.203
H 1.17837 2.21664 -1.31244 0.52 0.13 -0.40 0.261
H 1.31600 3.97432 1.43222 -0.40 -0.17 0.34 0.131
H 0.15129 3.11996 2.38852 0.38 -0.24 -0.12 0.247
C 7.09646 2.31465 -0.59022 -0.30 1.95 -0.61 -1.348
C 6.86399 1.82750 0.80243 -1.24 -1.06 0.04 0.449
C 5.28885 1.68448 1.07323 1.83 0.64 -0.29 -0.234
O 5.09457 1.12940 2.35476 -1.04 -0.64 -0.25 -0.411
C 3.68586 0.98369 2.57460 0.10 0.12 -0.48 -0.455
N 7.43613 0.47733 0.83026 -0.37 -0.23 1.07 -0.798
H 6.70298 3.32889 -0.65788 -0.79 0.07 -0.37 0.326
H 6.64285 1.62668 -1.30369 -0.18 0.13 0.00 0.277
H 8.08886 2.54710 -0.97649 0.55 -0.80 0.71 0.406
H 7.28955 2.40613 1.62228 -0.08 0.58 -0.24 0.419
H 4.84104 1.13195 0.24723 0.04 -0.94 0.04 -0.139
H 4.73302 2.61920 0.99952 0.37 0.71 0.20 0.322
H 3.42974 0.40140 3.45973 0.58 0.33 0.23 0.217
H 3.18557 0.46301 1.75809 0.20 -0.31 -0.41 0.078
H 3.22184 1.96998 2.57199 -0.09 0.19 0.47 0.375
H 7.07383 0.10414 1.69603 -0.23 -0.72 0.24 0.284
H 8.40662 0.58893 1.08672 0.52 -0.07 -0.44 0.275
```
Positions in Å, forces in eV/Å.

Output
* HOMO-LUMO gap: 7.43 eV
* HOMO: -11.9 eV
* total energy: -140246.4521 eV
* ΔE to the lowest compared entry with this formula, charge and spin: 0.000 eV
* total charge: +2
* 2S+1: 1